13
Properties=species:S:1:pos:R:3:forces:R:3:nbo_charge:R:1 method="wB97M-V/def2-TZVPD" e_above_lowest_ev=4.6375 max_force_ev_per_a=1.85
C -1.5638 0.1842 -1.3302 0.241 -0.327 -0.157 -0.460
N 0.9470 -0.0814 -0.2039 0.786 -0.368 0.421 -0.015
N -1.2391 0.3532 0.0665 -0.149 -0.518 0.683 -0.445
N 2.1461 0.2310 0.2725 -0.384 -0.270 -0.168 -0.589
N 0.1651 -0.7646 0.6320 -0.056 1.715 -0.703 0.080
N 0.2942 -0.8811 1.8810 0.179 -0.290 0.024 -0.560
H -1.8580 -0.2333 0.6253 -0.158 0.091 -0.105 0.340
H 2.3816 0.2169 1.2590 -0.107 -0.099 -0.182 0.371
H 2.7194 0.7496 -0.3730 -0.084 -0.069 0.149 0.399
H 0.9929 -0.2286 2.2718 -0.226 0.040 -0.099 0.272
H -2.5918 0.5346 -1.4908 0.095 0.005 0.095 0.215
H -0.8829 0.7779 -1.9396 -0.104 0.006 0.025 0.200
H -1.5107 -0.8583 -1.6708 -0.033 0.084 0.017 0.192

***

17
Properties=species:S:1:pos:R:3:forces:R:3:nbo_charge:R:1 method="wB97M-V/def2-TZVPD" e_above_lowest_ev=1.1340 max_force_ev_per_a=0.38
C 1.0704 0.8320 -1.2868 0.276 0.183 0.030 -0.617
C -0.3901 0.7672 -0.9280 -0.057 0.122 0.093 -0.207
C -0.8846 0.7994 0.5076 -0.100 0.160 0.026 -0.272
C 0.0987 0.4117 1.5598 0.273 0.030 -0.020 -0.195
C 0.4948 -0.8542 1.4209 -0.066 0.079 0.074 -0.193
C -0.2315 -1.5544 0.2929 0.003 0.008 -0.071 -0.449
C -1.0667 -0.4439 -0.3392 -0.173 -0.165 -0.072 -0.218
H 1.1999 0.7042 -2.3651 0.017 -0.097 0.097 0.212
H 1.5098 1.8095 -1.0220 -0.198 -0.316 -0.066 0.211
H 1.6506 0.0637 -0.7715 -0.008 0.090 -0.104 0.214
H -1.0232 1.3259 -1.6184 0.045 -0.118 0.204 0.215
H -1.7086 1.4619 0.7520 0.070 -0.088 -0.007 0.220
H 0.4917 1.1160 2.2963 -0.159 -0.256 -0.196 0.214
H 1.2594 -1.3429 2.0175 -0.106 0.079 -0.043 0.210
H 0.4554 -2.0189 -0.4256 0.007 0.071 0.082 0.215
H -0.8677 -2.3670 0.6740 0.092 0.191 -0.072 0.220
H -2.0456 -0.7019 -0.7273 0.083 0.026 0.044 0.220

***

195
Properties=species:S:1:pos:R:3:forces:R:3:lowdin_charge:R:1 method="wB97M-V/def2-TZVPD" e_above_lowest_ev=0.4544 max_force_ev_per_a=3.16
C -14.8098 -15.3399 9.5593 1.846 0.185 0.866 -0.089
C -16.0026 -15.9766 9.0098 -0.751 0.791 -1.722 -0.369
O -17.1359 -15.3301 9.4792 -1.535 -0.986 1.310 -0.087
H -13.9175 -15.8187 9.1561 0.266 0.093 0.029 0.069
H -14.7572 -15.3606 10.6478 -0.065 -0.173 0.099 0.084
H -14.7989 -14.2902 9.2657 0.111 0.105 -0.052 0.058
H -16.0565 -17.0635 9.0721 -0.161 0.128 0.349 0.119
H -16.0031 -15.6690 7.9642 0.451 -0.953 -0.796 0.084
H -17.0814 -14.4080 9.2176 -0.201 0.662 0.091 0.004
C -14.4118 -17.9899 6.5294 0.916 -0.777 -0.809 -0.053
C -14.2213 -19.4279 5.8764 0.359 2.442 0.289 -0.307
O -14.6880 -20.3479 6.7969 -0.597 -1.302 0.425 -0.069
H -15.4274 -17.8640 6.9045 0.044 -0.032 -0.150 0.058
H -14.1080 -17.1548 5.8981 -0.330 -0.084 -0.476 0.039
H -13.7046 -17.8903 7.3529 -0.169 -0.324 0.374 0.058
H -13.1668 -19.6445 5.7055 0.054 0.187 0.009 0.081
H -14.7151 -19.5169 4.9088 -0.189 0.114 -0.080 0.108
H -15.6249 -20.4513 6.6150 -0.100 -0.194 0.301 0.089
C -12.2932 -9.8671 6.2142 -0.605 1.617 -1.126 -0.084
C -11.5134 -10.1085 4.8849 -1.412 -0.801 2.182 -0.245
O -10.9288 -11.3677 5.1787 0.431 0.098 -0.799 -0.133
H -13.1405 -10.5441 6.3234 0.253 -0.347 0.029 0.054
H -12.7523 -8.8795 6.1704 -0.241 0.294 -0.030 0.063
H -11.6883 -9.8233 7.1199 0.374 -0.467 -0.312 0.073
H -10.8666 -9.2649 4.6440 0.525 -0.364 0.115 0.118
H -12.2029 -10.2619 4.0547 -0.147 0.294 -0.090 0.081
H -10.0028 -11.3569 4.9258 0.792 0.004 -0.440 0.025
C -6.3086 -14.1835 7.9723 -1.585 0.259 0.904 -0.062
C -7.7977 -13.8668 8.3473 1.134 -0.446 -1.588 -0.271
O -8.3999 -13.2921 7.1656 1.440 0.179 0.950 -0.138
H -6.3336 -14.5722 6.9542 0.386 0.124 0.143 0.054
H -5.9633 -14.9505 8.6655 0.265 -0.016 -0.185 0.052
H -5.6822 -13.3004 8.0983 0.000 -0.028 -0.331 0.072
H -7.8640 -13.2501 9.2437 -0.111 0.314 -0.113 0.104
H -8.3041 -14.8117 8.5440 -0.115 -0.160 0.197 0.094
H -9.3090 -13.0967 7.4043 -1.136 -0.222 -0.204 0.009
C -3.7505 -19.1147 8.2209 0.999 1.050 -0.597 -0.042
C -4.4956 -17.9914 8.9831 0.448 -0.792 -0.251 -0.426
C -5.8258 -17.7518 8.2991 0.463 1.022 -0.750 -0.170
O -5.6178 -17.0789 7.0179 0.731 -1.216 1.007 -0.192
C -6.7340 -17.1055 6.1786 -0.501 -0.122 -0.099 -0.125
N -4.5839 -18.4096 10.3655 -0.674 -0.884 0.766 0.033
H -2.7063 -19.1650 8.5292 -0.032 -0.158 0.255 0.077
H -3.7008 -18.9144 7.1506 -0.126 0.389 -0.068 0.060
H -4.1744 -20.1185 8.2523 -0.394 0.155 0.688 0.061
H -3.9675 -17.0497 9.1327 0.420 0.093 -1.233 0.139
H -6.3838 -17.0611 8.9312 -0.629 -0.194 0.074 0.111
H -6.2871 -18.7336 8.1917 -0.509 0.243 -0.206 0.092
H -7.5509 -16.5753 6.6682 -0.386 0.170 -0.208 0.086
H -7.0749 -18.1035 5.9030 -0.009 -0.378 0.381 0.072
H -6.4948 -16.6680 5.2094 0.208 0.444 0.278 0.066
H -5.3300 -17.9555 10.8726 -0.063 0.465 0.058 0.067
H -4.8182 -19.3899 10.4301 0.044 -0.333 -0.032 0.064
C -14.5710 -15.9740 2.9654 -0.187 0.402 1.209 -0.050
C -16.0851 -16.2487 2.9800 1.397 -0.108 -1.003 -0.424
C -16.9181 -15.0078 2.7877 1.987 0.518 0.395 -0.261
O -18.2632 -15.2886 2.7349 -0.879 -0.562 1.045 -0.158
C -19.0205 -14.1334 2.5391 -0.731 0.289 -0.930 -0.106
N -16.3120 -17.0960 1.8398 -0.870 -1.140 -0.241 0.036
H -14.1813 -15.4639 2.0845 -0.441 0.131 -0.280 0.080
H -14.0053 -16.9022 3.0468 -0.218 -0.116 0.074 0.067
H -14.3000 -15.3638 3.8269 0.216 0.032 0.052 0.055
H -16.3711 -16.8071 3.8714 -0.003 0.178 0.237 0.140
H -16.5914 -14.5713 1.8438 0.054 0.231 -0.414 0.118
H -16.5761 -14.3074 3.5496 -0.699 0.519 0.524 0.119
H -18.9816 -13.3997 3.3442 0.576 0.073 0.101 0.086
H -20.0835 -14.3416 2.4177 0.063 -0.634 0.128 0.089
H -18.7114 -13.7339 1.5732 0.083 0.736 0.037 0.093
H -15.8643 -16.6873 1.0319 0.053 0.110 -0.195 0.069
H -17.3074 -16.9817 1.7127 -0.355 -0.661 -0.748 0.063
C -16.9389 -12.9021 6.6424 -0.138 -0.180 0.449 -0.038
C -16.5069 -12.0892 7.8546 -0.073 0.787 -0.870 -0.419
C -16.6877 -10.5533 7.6295 0.985 -0.988 -0.812 -0.191
O -15.9616 -10.1785 6.4498 -0.604 1.931 0.980 -0.208
C -15.9859 -8.7110 6.3905 0.470 -1.088 -0.914 -0.084
N -17.2398 -12.5423 9.0314 0.006 0.894 -0.104 0.053
H -16.7559 -13.9522 6.8701 0.299 -0.082 -0.243 0.064
H -16.4091 -12.5871 5.7433 -0.138 -0.096 0.018 0.071
H -18.0206 -12.8606 6.5148 -0.110 0.353 -0.243 0.088
H -15.4503 -12.3060 8.0116 0.150 0.268 0.084 0.101
H -16.2900 -9.9862 8.4711 0.103 -0.032 0.378 0.112
H -17.7221 -10.2398 7.4890 -0.427 -0.343 0.126 0.125
H -15.4408 -8.4718 5.4774 0.119 0.166 0.199 0.072
H -15.5340 -8.2322 7.2592 0.343 -0.288 0.125 0.083
H -16.9753 -8.2637 6.2952 -0.412 -0.487 -0.023 0.085
H -16.8998 -11.9735 9.7936 0.321 -0.198 0.640 0.087
H -18.1557 -12.1351 8.9073 -0.767 -0.438 0.028 0.092
C -6.8721 -21.2923 7.6103 -0.362 0.782 -0.940 -0.064
C -7.8528 -21.0052 8.7544 1.287 0.405 0.353 -0.429
C -9.2745 -20.7504 8.2976 -0.973 0.119 0.721 -0.206
O -9.4790 -19.5407 7.5690 0.634 -0.327 -0.297 -0.173
C -10.8195 -19.3290 7.1890 -0.704 0.127 0.217 -0.115
N -7.7130 -22.1089 9.7077 -0.677 -0.989 -0.604 0.037
H -5.8646 -21.6111 7.8776 -0.310 -0.219 0.427 0.074
H -6.7310 -20.4180 6.9748 -0.030 0.454 0.202 0.050
H -7.3059 -21.9607 6.8666 -0.056 -0.676 0.322 0.073
H -7.4966 -20.1596 9.3426 -0.077 0.507 -0.359 0.124
H -9.8949 -20.7318 9.1936 -0.100 0.451 0.523 0.118
H -9.6832 -21.6564 7.8499 0.132 -0.087 -1.087 0.129
H -11.0385 -18.3916 6.6776 1.079 0.327 -0.236 0.076
H -11.4624 -19.2133 8.0616 -0.171 -0.614 0.336 0.091
H -11.2053 -20.0873 6.5076 0.082 -0.459 0.227 0.078
H -8.4288 -22.1596 10.4185 -0.192 0.848 0.463 0.068
H -7.9864 -22.9254 9.1798 0.453 -0.717 -0.273 0.066
C -13.2713 -13.9642 6.3472 0.200 -1.503 0.433 -0.036
C -11.8472 -14.5567 6.7205 -0.939 2.386 -1.853 -0.310
C -11.1240 -15.1145 5.4658 -0.742 -0.947 0.495 -0.166
O -11.9170 -16.1720 4.8985 0.234 -0.162 0.259 -0.232
C -11.1669 -16.9456 3.9522 -0.825 1.110 0.289 -0.091
N -11.1318 -13.3550 7.1987 0.520 -0.985 1.120 0.043
H -13.2201 -13.2242 5.5485 0.245 -0.254 -0.276 0.072
H -13.7144 -13.4344 7.1904 0.263 -0.053 0.319 0.047
H -13.9709 -14.7686 6.1203 -0.158 0.042 -0.410 0.051
H -11.9079 -15.3046 7.5111 0.013 -0.013 -0.099 0.132
H -10.1605 -15.5368 5.7511 0.288 0.056 0.248 0.106
H -10.9285 -14.3656 4.6983 -0.148 0.472 0.042 0.120
H -10.2289 -17.2374 4.4244 0.176 -0.299 -0.337 0.070
H -11.0345 -16.3178 3.0710 0.617 0.036 -0.207 0.086
H -11.7706 -17.7832 3.6028 0.045 -0.189 0.450 0.078
H -11.6054 -13.1058 8.0552 0.160 0.321 0.305 0.051
H -11.2423 -12.5675 6.5760 -0.170 -0.018 -0.411 0.037
C -8.8453 -20.3494 4.3856 0.738 0.831 -0.323 -0.048
C -7.8839 -20.8460 3.2594 -0.559 2.944 0.550 -0.424
C -6.3764 -20.4732 3.5878 -0.847 0.728 -0.507 -0.140
O -6.1808 -19.0433 3.6434 -1.630 -0.685 -0.610 -0.217
C -4.8642 -18.6713 3.8854 0.403 -0.401 0.554 -0.123
N -8.1647 -22.2015 3.0217 0.948 -2.062 -0.018 0.040
H -8.7330 -19.2748 4.5297 0.289 0.156 0.163 0.053
H -8.6264 -20.8241 5.3420 0.023 -0.117 -0.065 0.053
H -9.9095 -20.4605 4.1774 0.110 -0.533 -0.375 0.073
H -8.1591 -20.3694 2.3185 0.153 0.774 0.177 0.115
H -5.6819 -20.8149 2.8203 -0.131 -0.545 -0.219 0.118
H -6.1123 -20.9450 4.5342 0.164 -0.013 0.356 0.112
H -4.1576 -19.1628 3.2167 0.097 -0.215 -0.194 0.088
H -4.6561 -18.9752 4.9113 0.621 0.275 0.218 0.079
H -4.7278 -17.5974 3.7583 -0.290 -0.037 0.156 0.084
H -8.1520 -22.3998 2.0314 0.043 -0.152 -0.084 0.080
H -7.3750 -22.6950 3.4127 -0.138 -0.942 0.117 0.072
C -12.8053 -19.8673 -2.4134 0.135 0.216 -0.074 -0.063
C -13.0248 -20.0758 -0.8987 1.617 0.225 -0.403 -0.426
C -12.1001 -19.1954 0.0186 0.066 0.213 -0.816 -0.206
O -10.7236 -19.2431 -0.2888 0.907 0.109 0.123 -0.196
C -9.8791 -18.5579 0.6708 -0.488 -0.662 -1.057 -0.087
N -14.4181 -19.8361 -0.6051 -0.051 -0.161 0.379 0.035
H -13.0312 -18.8420 -2.7062 -0.441 0.179 0.156 0.072
H -13.4502 -20.5388 -2.9803 -0.209 0.079 0.154 0.072
H -11.8123 -19.9907 -2.8456 0.317 -0.355 0.724 0.070
H -12.8108 -21.1144 -0.6467 -0.002 -0.153 -0.093 0.133
H -12.1955 -19.4849 1.0652 -0.551 0.001 0.243 0.114
H -12.3995 -18.1604 -0.1463 -0.470 0.332 0.367 0.119
H -9.9440 -19.0580 1.6371 0.095 0.015 0.169 0.068
H -10.0886 -17.4946 0.7873 -0.515 0.118 -0.061 0.079
H -8.8713 -18.6036 0.2582 0.008 -0.277 0.172 0.085
H -14.6689 -18.8774 -0.8004 -0.019 0.219 -0.125 0.065
H -14.5310 -19.9515 0.3919 -0.426 -0.026 0.227 0.066
C -7.1590 -11.8348 2.1898 -0.798 -0.453 0.030 -0.045
C -8.0250 -12.5497 3.2572 0.225 0.307 -0.618 -0.406
C -7.5393 -13.9705 3.5681 -0.473 -0.170 -1.289 -0.161
O -7.6671 -14.7460 2.3264 0.397 0.355 1.365 -0.187
C -7.2883 -16.1013 2.5517 -0.259 0.337 -0.880 -0.109
N -8.1970 -11.6802 4.4196 0.128 -0.234 0.529 0.046
H -6.0910 -11.9123 2.3935 0.014 -0.135 -0.004 0.079
H -7.4151 -10.7798 2.0929 -0.103 0.051 0.318 0.072
H -7.4100 -12.2722 1.2235 0.440 -0.156 -0.031 0.073
H -9.0226 -12.7010 2.8447 -0.135 0.096 -0.216 0.116
H -8.1866 -14.4429 4.3069 -0.071 0.058 0.302 0.105
H -6.5199 -13.9609 3.9539 0.309 -0.154 -0.108 0.128
H -6.2115 -16.1736 2.7046 0.036 -0.099 0.484 0.079
H -7.4921 -16.6653 1.6415 -0.080 0.147 -0.150 0.081
H -7.8906 -16.5710 3.3294 0.224 0.039 0.377 0.072
H -7.3357 -11.2303 4.6948 0.301 0.251 -0.330 0.090
H -8.3796 -12.2415 5.2391 -0.133 -0.489 0.445 0.040
C -15.0783 -10.4335 3.1742 -0.450 -1.388 0.173 -0.052
C -14.3639 -10.8943 1.9340 1.719 1.907 -0.090 -0.482
C -14.0704 -12.3568 1.8600 -0.049 -0.267 -0.355 -0.202
O -13.0702 -12.7392 0.9288 -0.031 -0.877 -0.665 -0.202
C -11.6958 -12.3817 1.1697 -2.063 0.922 0.267 -0.062
N -14.9790 -10.2518 0.7634 -0.012 -0.620 0.175 0.054
H -14.4288 -10.5105 4.0462 -0.084 0.182 0.069 0.060
H -15.8668 -11.1747 3.3050 -0.604 0.372 0.451 0.082
H -15.4893 -9.4308 3.0566 0.005 -0.108 0.126 0.083
H -13.3875 -10.4155 2.0074 0.661 -0.058 0.212 0.106
H -14.9734 -12.8609 1.5157 -0.044 -0.293 0.147 0.121
H -13.8037 -12.6840 2.8650 0.033 -0.271 0.259 0.120
H -11.7520 -11.3016 1.0342 1.167 0.230 0.153 0.076
H -11.0573 -12.8469 0.4187 -0.210 -0.095 0.215 0.094
H -11.4474 -12.6280 2.2020 0.427 -0.076 0.024 0.074
H -14.3082 -10.3704 0.0177 -0.092 -0.096 -0.541 0.068
H -14.8754 -9.2846 1.0354 -0.401 0.468 -0.502 0.062
C -13.1062 -10.9267 9.6835 -1.480 0.431 -0.044 -0.156
O -12.1241 -11.9304 9.8096 -0.013 0.522 0.059 -0.103
H -13.1204 -10.3912 8.7342 0.673 -0.342 -0.077 0.059
H -14.1040 -11.3593 9.7565 -0.279 -0.324 -0.073 0.060
H -13.1179 -10.1734 10.4712 0.617 0.091 0.177 0.084
H -12.2044 -12.1868 10.7313 0.367 -0.408 0.044 0.087

***

14
Properties=species:S:1:pos:R:3:forces:R:3:nbo_charge:R:1 method="wB97M-V/def2-TZVPD" e_above_lowest_ev=5.7743 max_force_ev_per_a=3.45
C -1.4776 1.0115 0.1487 -1.947 -0.531 -1.870 -0.676
C -1.4533 -0.5836 0.1187 1.245 2.619 1.098 -0.090
O -0.3954 -0.9491 -0.8443 0.449 -0.269 -0.438 -0.331
N 0.8216 -0.4110 -0.4481 0.932 0.011 0.349 0.024
C 1.9636 -1.0330 0.0496 0.619 -1.217 1.270 0.129
N 2.9440 -0.1465 0.1629 -2.845 0.902 -0.236 -0.298
N 2.3423 1.0776 -0.1983 -0.486 -1.079 -1.141 -0.056
N 1.1239 0.9343 -0.6378 2.187 -1.899 1.003 -0.066
H -0.4710 1.5204 0.2935 -2.003 -0.747 0.893 0.262
H -1.6689 1.2934 -0.9761 -0.149 -0.287 2.076 0.216
H -2.4245 1.2484 0.7872 2.048 0.277 -0.977 0.220
H -0.9584 -0.8791 1.0587 -1.161 -0.440 0.090 0.179
H -2.5213 -0.9824 -0.0791 2.380 0.129 -0.147 0.229
H 2.1752 -2.1009 0.5642 -1.268 2.531 -1.969 0.258

***

10
Properties=species:S:1:pos:R:3:forces:R:3:nbo_charge:R:1 method="wB97M-V/def2-TZVPD" e_above_lowest_ev=4.0114 max_force_ev_per_a=6.31
H 0.4771 0.6487 2.7839 0.359 0.097 -2.461 0.389
N 0.7924 0.8097 1.7644 -1.273 0.900 3.178 -0.702
C 0.2187 0.2433 0.8274 2.975 -4.057 -2.918 0.647
N 0.8704 0.2773 -0.5180 -2.077 4.737 1.495 -0.658
C -0.1143 -0.2253 -1.4249 1.671 -0.760 0.594 0.737
O -0.3542 0.0343 -2.5640 0.014 -0.238 0.825 -0.522
N -0.6778 -1.3774 -0.6189 -4.327 4.529 -0.771 -0.294
O -0.5280 -0.8926 0.7075 0.422 -0.023 3.952 -0.396
H 1.0206 1.3601 -0.4382 0.398 -2.373 -1.835 0.421
H -1.7049 -0.8781 -0.5194 1.839 -2.813 -2.059 0.379

***

16
Properties=species:S:1:pos:R:3:forces:R:3:nbo_charge:R:1 method="wB97M-V/def2-TZVPD" charge=+1 e_above_lowest_ev=2.5429 max_force_ev_per_a=3.77
C 2.0558 -1.6533 -0.4635 0.084 -0.978 2.879 -0.017
N 1.2961 -1.6278 0.6118 0.990 -2.684 -2.457 -0.690
H 1.6846 -1.3732 -1.4376 0.232 1.149 -0.113 0.164
H 3.1066 -2.0709 -0.3646 -1.360 0.027 -0.686 0.181
H 1.6111 -2.5184 1.1318 0.096 2.494 0.337 0.376
C -0.5259 1.9618 1.3005 0.803 -0.383 -0.465 -0.412
N -1.4537 -0.4951 -1.3547 0.609 0.005 -0.427 -0.750
C -1.0108 0.0994 -0.2353 -0.187 -1.547 -0.054 0.397
N -0.8376 1.3536 -0.0455 -0.329 2.355 -0.503 -0.489
H 0.4848 2.4367 1.2801 -0.900 -0.323 -0.178 0.239
H -0.4848 1.1363 2.0245 -0.123 0.320 -0.235 0.231
H -1.2838 2.6928 1.5972 0.099 -0.263 -0.263 0.240
H -1.6824 0.0191 -2.1993 0.043 0.415 0.404 0.413
H -1.2020 -1.4526 -1.6241 -0.223 0.411 1.075 0.440
H -0.7669 -0.4876 0.6402 -0.042 -0.657 -0.346 0.257
H -0.9911 1.9792 -0.8615 0.208 -0.339 1.033 0.419